The following is a quantum chemistry calculation of C47H53N3P2RuS2 as an isolated structure, from the Open Molecules 2025 dataset.

Computed properties:
Total energy ... -3561.10527 Eh
Net charge ... -1
Highest occupied orbital energy (spin up / spin down) ... -3.101 / -3.501 eV
<S²> ... 0.772
Kohn-Sham gap (spin up / spin down) ... 5.14 / 5.54 eV
Energy above the lowest of the compared OMol25 structures with the same formula, charge and spin ... 0.036 eV
2S+1 ... 2

Element x y z (Å)
Ru 0.14225 -0.36217 0.04559
S -1.86027 2.28595 2.60044
P -2.02041 0.29518 2.69369
C -0.83959 -0.76151 2.07714
P 0.73279 -0.81192 2.64303
S 1.94257 0.46191 1.58405
C 0.95462 -0.56667 4.44357
C 1.08703 -1.62065 5.34464
C 1.10778 -1.37393 6.71089
C 0.98818 -0.07557 7.18590
C 0.85400 0.97917 6.29263
C 0.84096 0.73615 4.92608
C 1.44059 -2.48046 2.38864
C 0.62972 -3.50967 1.92787
C 1.16447 -4.77473 1.71143
C 2.51064 -5.01498 1.95524
C 3.32520 -3.98598 2.41503
C 2.79153 -2.72153 2.62760
C -2.38007 -0.13875 4.45142
C -2.27926 -1.46734 4.86170
C -2.55278 -1.82405 6.17473
C -2.93738 -0.85629 7.09396
C -3.04224 0.46821 6.69317
C -2.76240 0.82555 5.37866
C -3.60845 -0.14388 1.87708
C -4.79654 -0.30333 2.58395
C -5.98508 -0.57880 1.91633
C -5.99906 -0.69813 0.53521
C -4.81485 -0.55002 -0.17745
C -3.62796 -0.27806 0.48785
H 1.16179 -2.63707 4.97874
H 1.20469 -2.19930 7.40669
H 0.98856 0.11431 8.25281
H 0.74329 1.99184 6.66127
H 0.71052 1.55057 4.22069
H -0.40965 -3.28244 1.71544
H 0.53094 -5.57353 1.34322
H 2.92751 -6.00072 1.78388
H 4.37653 -4.16964 2.60438
H 3.42383 -1.90934 2.96787
H -1.96895 -2.21333 4.13908
H -2.45698 -2.85807 6.48593
H -3.14611 -1.13429 8.12073
H -3.33628 1.23011 7.40623
H -2.82423 1.85616 5.05104
H -4.79830 -0.20671 3.66256
H -6.90236 -0.70094 2.48104
H -6.92580 -0.91356 0.01556
H -4.81379 -0.65546 -1.25699
H -2.69549 -0.20972 -0.05814
C 4.75409 1.82404 -4.95601
C 4.96153 0.58679 -4.08201
C 6.21501 0.80275 -3.22183
C 5.17504 -0.62541 -5.00000
C 3.77017 0.31969 -3.17096
C 3.77807 -0.78992 -2.31211
C 2.70704 -1.01686 -1.48595
N 1.61643 -0.23519 -1.46779
C 1.59882 0.84880 -2.25070
C 2.66257 1.13733 -3.11153
C 0.43738 1.70263 -2.07597
C 0.05473 2.66504 -3.01361
C -1.06587 3.44211 -2.82033
C -1.77772 3.21530 -1.63584
C -1.35955 2.25116 -0.75000
N -0.27260 1.48577 -0.95318
C -1.54594 4.48853 -3.81879
C -2.95248 4.10877 -4.30369
C -0.62442 4.59020 -5.03524
C -1.59600 5.85909 -3.13079
H 5.62543 1.96439 -5.59856
H 4.63531 2.72589 -4.35249
H 3.87709 1.71709 -5.59805
H 7.08413 0.97518 -3.86118
H 6.42224 -0.06445 -2.59363
H 6.08846 1.66744 -2.56764
H 6.02081 -0.44608 -5.66778
H 4.28702 -0.80819 -5.60849
H 5.38284 -1.52920 -4.42581
H 4.61909 -1.46877 -2.27814
H 2.69220 -1.84945 -0.79466
H 2.60901 2.03984 -3.70289
H 0.64661 2.76276 -3.91252
H -2.66422 3.78527 -1.39015
H -1.88257 2.09366 0.18435
H -2.93752 3.13596 -4.79948
H -3.32155 4.85358 -5.01334
H -3.65693 4.05225 -3.47321
H -0.58036 3.64750 -5.58475
H 0.39029 4.87047 -4.74403
H -1.00229 5.35659 -5.71484
H -2.27044 5.85274 -2.27386
H -1.94641 6.61784 -3.83455
H -0.60460 6.14728 -2.77521
C -1.01032 -1.51460 -3.00254
C -0.83386 -2.48955 -1.83218
C 0.34139 -3.43851 -2.08675
C -2.11536 -3.32648 -1.69391
N -0.65671 -1.79281 -0.56987
H -1.28931 -2.05669 -3.91250
H -0.09029 -0.96511 -3.20273
H -1.79877 -0.79383 -2.76964
H 0.10462 -4.14836 -2.88554
H 0.56481 -3.99552 -1.17405
H 1.23206 -2.88240 -2.37840
H -2.33903 -3.86435 -2.62122
H -2.95746 -2.67819 -1.44407
H -1.99747 -4.04636 -0.88146

Atom charges from the Mulliken analysis, given in e for atoms 1 to 99: number 1, Ru, carries -0.10; number 2, S, carries -0.60; number 3, P, carries 1.53; number 4, C, carries -0.83; number 5, P, carries 1.98; number 6, S, carries -0.79; number 7, C, carries 0.30; number 8, C, carries -0.44; number 9, C, carries -0.71; number 10, C, carries -0.42; number 11, C, carries -0.81; number 12, C, carries -0.03; number 13, C, carries 0.24; number 14, C, carries -0.28; number 15, C, carries -0.72; number 16, C, carries -0.42; number 17, C, carries -0.86; number 18, C, carries -0.33; number 19, C, carries 0.25; number 20, C, carries 0.06; number 21, C, carries -0.62; number 22, C, carries -0.49; number 23, C, carries -0.71; number 24, C, carries -0.63; number 25, C, carries 0.12; number 26, C, carries -0.43; number 27, C, carries -0.73; number 28, C, carries -0.64; number 29, C, carries -0.91; number 30, C, carries 0.59; number 31, H, carries 0.39; number 32, H, carries 0.38; number 33, H, carries 0.36; number 34, H, carries 0.39; number 35, H, carries 0.26; number 36, H, carries 0.49; number 37, H, carries 0.38; number 38, H, carries 0.34; number 39, H, carries 0.37; number 40, H, carries 0.41; number 41, H, carries 0.35; number 42, H, carries 0.37; number 43, H, carries 0.33; number 44, H, carries 0.38; number 45, H, carries 0.38; number 46, H, carries 0.37; number 47, H, carries 0.40; number 48, H, carries 0.35; number 49, H, carries 0.46; number 50, H, carries -0.12; number 51, C, carries -2.12; number 52, C, carries 2.03; number 53, C, carries -1.66; number 54, C, carries -1.64; number 55, C, carries 0.34; number 56, C, carries -0.84; number 57, C, carries -1.83; number 58, N, carries 0.86; number 59, C, carries -0.72; number 60, C, carries -0.36; number 61, C, carries 0.63; number 62, C, carries -0.52; number 63, C, carries 0.79; number 64, C, carries -1.42; number 65, C, carries -0.42; number 66, N, carries 0.15; number 67, C, carries 2.12; number 68, C, carries -1.62; number 69, C, carries -2.13; number 70, C, carries -1.64; number 71, H, carries 0.43; number 72, H, carries 0.40; number 73, H, carries 0.40; number 74, H, carries 0.45; number 75, H, carries 0.34; number 76, H, carries 0.39; number 77, H, carries 0.45; number 78, H, carries 0.38; number 79, H, carries 0.32; number 80, H, carries 0.49; number 81, H, carries 0.75; number 82, H, carries 0.54; number 83, H, carries 0.49; number 84, H, carries 0.48; number 85, H, carries -0.23; number 86, H, carries 0.37; number 87, H, carries 0.44; number 88, H, carries 0.32; number 89, H, carries 0.39; number 90, H, carries 0.40; number 91, H, carries 0.43; number 92, H, carries 0.33; number 93, H, carries 0.46; number 94, H, carries 0.37; number 95, C, carries -1.36; number 96, C, carries 1.33; number 97, C, carries -1.25; number 98, C, carries -1.67; number 99, N, carries 0.19